No. 1
Entry from the Open Molecules 2025 dataset: 10 unconnected molecules or ions with the total composition C20H60O10S10 at a distorted geometry (the ωB97M-V functional and the def2-TZVPD basis).

Properties
LUMO: -0.033 eV
energy relative to the best compared isomer or geometry (same formula, charge and spin): 1118.4 kJ/mol
E: -5531.5466 hartree

Cartesian coordinates (Å):
C: 3.389 -1.215 -2.255
S: 1.798 -1.801 -2.413
O: 1.389 -1.471 -3.904
C: 2.130 -3.613 -2.310
H: 3.729 -1.345 -1.080
H: 3.453 -0.084 -2.546
H: 4.095 -1.692 -2.890
H: 2.924 -4.003 -2.981
H: 1.240 -4.188 -2.494
H: 2.580 -3.767 -1.450
C: -1.132 5.904 0.826
S: 0.074 4.753 1.604
O: 0.401 3.543 0.674
C: 1.401 5.888 1.498
H: -0.779 6.174 -0.033
H: -1.323 6.513 1.543
H: -2.056 5.227 0.618
H: 1.793 6.007 0.528
H: 2.212 5.528 2.240
H: 1.178 6.844 1.961
C: -0.575 0.408 -0.591
S: -0.916 -0.562 0.842
O: -0.206 -1.864 0.471
C: 0.245 0.326 1.897
H: -1.255 -0.014 -1.353
H: 0.474 0.157 -0.677
H: -0.884 1.386 -0.398
H: -0.005 1.339 1.711
H: 1.172 0.134 1.467
H: 0.261 -0.052 2.866
C: 2.318 4.108 -3.474
S: 1.028 4.573 -2.375
O: 0.360 5.879 -2.933
C: -0.190 3.336 -2.964
H: 2.567 3.214 -3.190
H: 3.291 4.623 -3.499
H: 1.900 4.057 -4.417
H: -1.055 3.319 -2.187
H: 0.455 2.518 -3.033
H: -0.464 3.732 -3.922
C: -4.615 -0.125 -2.916
S: -4.462 0.904 -1.578
O: -4.047 -0.062 -0.524
C: -2.890 1.702 -2.075
H: -5.563 -0.624 -2.986
H: -3.969 -0.746 -2.935
H: -4.596 0.492 -3.878
H: -2.704 2.345 -1.249
H: -3.129 2.314 -2.973
H: -2.022 0.925 -2.170
C: -3.203 2.369 1.789
S: -4.125 0.919 2.354
O: -3.137 -0.011 3.007
C: -5.008 1.721 3.593
H: -2.718 2.308 1.008
H: -2.341 2.581 2.534
H: -3.684 3.359 1.655
H: -5.777 0.994 4.129
H: -5.571 2.423 3.057
H: -4.248 2.222 4.147
C: -2.766 -3.320 -1.091
S: -4.600 -3.319 -0.998
O: -5.055 -3.947 -2.386
C: -4.622 -4.618 0.156
H: -2.341 -2.978 -0.242
H: -2.449 -2.920 -1.882
H: -2.418 -4.220 -1.468
H: -5.604 -5.128 0.324
H: -4.567 -4.312 1.254
H: -4.040 -5.434 0.045
C: 4.810 3.077 1.497
S: 3.426 3.412 0.464
O: 4.037 3.939 -0.821
C: 3.071 1.653 -0.007
H: 4.707 2.966 2.648
H: 5.381 4.006 1.308
H: 5.512 2.307 1.036
H: 2.884 1.056 0.871
H: 3.906 1.208 -0.596
H: 2.297 1.666 -0.577
C: 2.668 -2.147 2.626
S: 4.059 -2.986 1.834
O: 4.595 -2.036 0.753
C: 5.157 -2.647 3.251
H: 2.781 -1.152 3.097
H: 2.347 -2.898 3.400
H: 1.990 -2.013 1.990
H: 6.202 -3.134 3.030
H: 4.907 -3.286 4.066
H: 5.203 -1.502 3.607
C: 1.198 -5.706 0.388
S: 0.308 -6.939 1.149
O: 0.364 -6.663 2.651
C: -1.402 -6.461 0.744
H: 1.220 -5.780 -0.754
H: 2.131 -5.904 0.774
H: 0.813 -4.531 0.621
H: -2.001 -7.137 1.244
H: -1.625 -6.687 -0.379
H: -1.722 -5.285 0.997

---

No. 2
Entry from the Open Molecules 2025 dataset: 10 unconnected molecules or ions with the total composition C20H60O10S7 at a distorted geometry (the ωB97M-V functional and the def2-TZVPD basis).

Properties
LUMO: -0.295 eV
energy relative to the best compared isomer or geometry (same formula, charge and spin): 0.0 kJ/mol
E: -4337.0785 hartree

Cartesian coordinates (Å):
C: 12.890 50.529 2.240
C: 14.049 50.710 3.268
O: 14.692 51.940 3.169
H: 12.589 49.520 2.638
H: 13.118 50.395 1.179
H: 11.987 51.070 2.562
H: 14.771 49.918 2.984
H: 13.719 50.615 4.204
H: 15.296 52.164 3.819
C: 9.584 46.180 7.765
C: 8.424 45.705 8.424
O: 8.141 44.395 7.949
H: 9.478 47.289 7.970
H: 9.530 45.889 6.687
H: 10.409 45.650 8.134
H: 7.539 46.226 8.182
H: 8.720 45.771 9.535
H: 7.260 44.251 7.491
C: 11.501 46.770 4.074
C: 12.794 46.504 4.774
O: 12.632 45.316 5.562
H: 11.332 47.772 3.691
H: 10.737 46.656 4.828
H: 11.034 46.237 3.246
H: 12.867 47.358 5.640
H: 13.443 46.445 4.062
H: 13.413 45.010 6.128
C: 12.336 40.515 3.240
S: 13.907 41.139 3.567
O: 14.787 40.254 2.663
C: 13.790 42.657 2.675
H: 12.179 39.537 3.749
H: 12.232 40.345 2.186
H: 11.582 41.088 3.655
H: 14.615 43.182 2.394
H: 13.141 43.409 3.324
H: 13.148 42.631 1.755
C: 12.316 42.797 7.209
S: 12.722 43.657 8.690
O: 11.496 43.589 9.654
C: 13.846 42.462 9.263
H: 11.788 41.874 7.498
H: 13.192 42.591 6.575
H: 11.596 43.474 6.764
H: 14.839 42.458 8.616
H: 13.458 41.410 9.233
H: 14.374 42.830 10.257
C: 7.239 42.889 4.327
S: 8.782 42.781 5.231
O: 9.227 41.332 5.142
C: 9.750 43.712 4.061
H: 6.911 44.031 4.075
H: 6.594 42.470 4.866
H: 7.544 42.275 3.477
H: 9.969 43.119 3.153
H: 10.795 43.891 4.308
H: 9.396 44.729 3.790
C: 17.028 46.589 -0.003
S: 15.711 47.450 0.873
O: 14.539 46.456 0.586
C: 16.204 47.009 2.584
H: 16.788 46.528 -0.987
H: 17.306 45.606 0.149
H: 17.968 47.157 -0.295
H: 15.476 47.202 3.325
H: 17.047 47.602 2.898
H: 16.234 45.991 2.894
C: 11.464 47.883 0.279
S: 11.435 46.057 0.446
O: 10.051 45.426 0.640
C: 11.915 45.720 -1.222
H: 12.438 48.276 -0.091
H: 10.938 48.181 1.308
H: 10.677 48.374 -0.407
H: 11.196 45.649 -1.825
H: 12.331 44.656 -1.104
H: 12.836 46.399 -1.159
C: 17.264 45.816 6.137
S: 16.424 44.177 6.310
O: 14.906 44.514 6.472
C: 16.623 43.643 4.596
H: 18.157 45.656 5.599
H: 17.637 45.989 7.226
H: 16.668 46.593 5.593
H: 17.681 43.481 4.325
H: 15.729 44.263 4.168
H: 16.460 42.581 4.926
C: 15.936 48.494 7.630
S: 14.853 49.062 8.897
O: 14.376 50.464 8.550
C: 13.594 47.943 8.418
H: 17.028 49.002 7.724
H: 15.458 48.608 6.790
H: 16.065 47.430 7.777
H: 13.944 46.888 8.411
H: 12.913 48.252 7.554
H: 12.902 48.247 9.163

---

No. 3
Entry from the Open Molecules 2025 dataset: 10 unconnected molecules or ions with the total composition C20H60O20 at a distorted geometry (the ωB97M-V functional and the def2-TZVPD basis).

Properties
LUMO: 0.416 eV
energy relative to the best compared isomer or geometry (same formula, charge and spin): 150.8 kJ/mol
E: -2302.6311 hartree
SMILES: OCCO.OCCO.OCCO.OCCO.OCCO.OCCO.OCCO.OCCO.OCCO.OCCO

Cartesian coordinates (Å):
C: 6.264 9.612 11.536
C: 5.565 10.909 11.117
O: 6.306 12.079 11.237
O: 7.386 9.392 10.719
H: 5.575 8.784 11.307
H: 6.618 9.664 12.531
H: 4.661 11.093 11.725
H: 5.199 10.574 10.108
H: 7.087 12.176 10.629
H: 8.084 10.057 10.857
C: 10.133 11.633 15.979
C: 9.880 12.005 17.441
O: 10.128 10.779 18.103
O: 9.406 10.512 15.562
H: 11.209 11.497 15.775
H: 9.826 12.486 15.354
H: 8.836 12.266 17.726
H: 10.505 12.886 17.741
H: 9.869 10.843 19.020
H: 9.385 9.933 16.310
C: 13.276 18.078 10.056
C: 12.794 16.809 9.380
O: 11.427 16.530 9.815
O: 13.512 17.870 11.429
H: 12.592 18.895 9.874
H: 14.226 18.312 9.619
H: 13.467 16.042 9.825
H: 12.892 16.862 8.296
H: 10.928 16.480 9.020
H: 12.707 17.883 11.960
C: 10.015 18.717 13.725
C: 9.140 17.934 12.721
O: 9.510 16.605 12.716
O: 11.350 18.552 13.257
H: 9.859 18.281 14.658
H: 9.811 19.808 13.748
H: 9.207 18.374 11.684
H: 8.100 17.989 13.053
H: 10.462 16.453 12.777
H: 11.930 18.674 14.054
C: 12.529 12.208 6.801
C: 12.847 13.472 6.105
O: 11.679 14.189 5.722
O: 12.136 11.209 5.866
H: 11.672 12.348 7.477
H: 13.401 11.881 7.370
H: 13.492 13.222 5.223
H: 13.418 14.020 6.829
H: 11.775 14.430 4.783
H: 11.716 10.432 6.176
C: 9.155 7.942 8.422
C: 10.422 8.727 8.767
O: 10.792 9.553 7.703
O: 8.016 8.710 8.104
H: 8.865 7.296 9.235
H: 9.337 7.319 7.566
H: 11.308 8.088 9.028
H: 10.244 9.387 9.601
H: 9.978 9.661 7.185
H: 7.755 9.328 8.802
C: 6.895 13.595 15.241
C: 7.333 14.570 14.186
O: 8.740 14.711 14.458
O: 7.088 14.166 16.507
H: 7.472 12.630 15.109
H: 5.839 13.358 15.065
H: 6.834 15.526 14.371
H: 7.055 14.171 13.173
H: 8.978 15.495 13.943
H: 8.001 14.325 16.704
C: 9.510 12.848 11.352
C: 11.098 12.842 11.303
O: 11.582 13.585 10.113
O: 9.061 12.051 10.220
H: 9.061 13.817 11.304
H: 9.104 12.391 12.285
H: 11.398 11.807 11.298
H: 11.408 13.406 12.186
H: 11.620 14.552 10.374
H: 9.444 12.421 9.417
C: 13.839 15.638 13.957
C: 13.901 14.471 14.908
O: 12.774 14.525 15.804
O: 12.694 15.529 13.099
H: 14.779 15.715 13.423
H: 13.722 16.530 14.595
H: 14.870 14.558 15.366
H: 13.842 13.635 14.247
H: 12.040 13.989 15.428
H: 12.915 15.836 12.228
C: 7.794 14.750 8.112
C: 8.325 15.966 8.797
O: 9.248 16.594 7.907
O: 8.754 13.785 7.809
H: 7.313 15.043 7.098
H: 7.081 14.253 8.783
H: 8.941 15.739 9.687
H: 7.483 16.634 9.129
H: 8.853 16.782 7.057
H: 9.566 13.987 7.360

---

Calculated values (eV) of HOMO-LUMO gap for the records, taken in order: 8.5 8.2 10.0.